Here is a 2-piece molecular cluster, C7H12O overall at a distorted geometry from OMol25. Energies are from ωB97M-V with the def2-TZVPD basis set.

Last column: Mulliken charge in e.
Cartesian coordinates (Å):
1 H 2.447 -0.596 -0.342  0.2553
2 H -1.873 0.521 2.464  0.2328
3 H -2.961 -0.227 -0.366  0.3101
4 H 0.694 2.645 -1.678  0.3200
5 C -0.343 0.247 -1.231  -0.3590
6 H -0.380 1.047 0.701  0.2778
7 C 1.404 1.840 -1.676  -0.9286
8 H -3.427 -0.257 2.109  0.2557
9 H 0.471 -1.769 3.576  0.3099
10 C 2.146 -0.496 -1.367  -1.1022
11 C 1.084 0.561 -1.474  0.5590
12 H 2.381 2.158 -2.032  0.2944
13 C -2.536 0.183 1.684  -0.8340
14 C -0.951 0.559 -0.087  -0.1508
15 H 1.060 -2.935 2.818  0.3065
16 C -2.281 0.157 0.387  -0.1721
17 H 1.756 -1.456 -1.712  0.3231
18 O 0.871 -1.997 2.733  -0.6140
19 H 3.003 -0.271 -1.995  0.3794
20 H -0.845 -0.463 -1.889  0.3365

## Properties
Highest occupied orbital energy = -8.44 eV
E_LUMO = 0.028 Ha
Calculated total energy = -349.08290 Ha
Relative energy (zero: lowest compared OMol25 entry of this formula, charge and spin) = 1.789 eV
Orbital gap = 0.338 Ha
Multiplicity = 1
Structure (SMILES) = C=C/C=C/C(=C)C.O

=====

Here is C6H11NS as an isolated structure at a distorted geometry from OMol25. Energies are from ωB97M-V with the def2-TZVPD basis set.

Last column: Mulliken charge in e.
Cartesian coordinates (Å):
1 H 0.212 -2.106 -0.697  0.3497
2 C 1.013 -1.299 -0.864  -1.3472
3 H -0.519 0.831 -1.681  0.3011
4 H 2.670 0.796 -0.137  0.3360
5 C -4.370 -0.316 0.305  -0.1078
6 C 0.611 0.037 -0.112  2.0560
7 H 1.370 1.962 0.173  0.5025
8 S -2.276 0.628 -0.227  0.0983
9 H 0.130 -1.093 1.731  0.4347
10 H -2.091 0.755 1.001  0.1500
11 H 1.017 -1.227 -1.979  0.3713
12 H 2.035 -1.672 -0.500  0.3189
13 H 0.437 0.509 2.026  0.4576
14 H 1.789 -0.544 1.566  0.4448
15 N -5.512 -0.264 0.476  -0.4894
16 C 0.751 -0.277 1.393  -1.7662
17 H 1.694 1.536 -1.416  0.4320
18 C 1.629 1.172 -0.435  -1.6273
19 C -0.589 0.572 -0.623  -0.9149

## Properties
Highest occupied orbital energy (alpha / beta) = -9.07 / -9.07 eV
E_LUMO (alpha / beta) = -0.056 / -0.056 Ha
Calculated total energy = -687.98978 Ha
Relative energy (zero: lowest compared OMol25 entry of this formula, charge and spin) = 4.339 eV
Orbital gap (alpha / beta) = 0.277 / 0.277 Ha
Multiplicity = 1

=====

Here is one molecule with the formula C16H30N4O3 from OMol25. Energies are from ωB97M-V with the def2-TZVPD basis set.

Last column: Mulliken charge in e.
Cartesian coordinates (Å):
1 H -1.597 -3.962 -1.312  0.3465
2 H -1.453 -1.530 -1.883  0.3751
3 H -4.946 0.812 -1.778  0.3879
4 N -3.180 -0.969 -0.841  0.3098
5 C -4.634 -1.102 -0.900  -1.0949
6 H 2.744 3.250 0.409  0.3400
7 O 4.522 0.928 1.314  -0.6810
8 H 3.842 -2.895 0.683  0.2989
9 C 3.343 0.612 1.372  0.0662
10 H 2.020 -2.329 -1.062  0.2989
11 H -6.360 -0.233 -1.806  0.3048
12 H 5.132 -2.603 -0.495  0.4010
13 O -0.350 -0.605 -0.179  -0.7287
14 H -5.047 -0.852 0.077  0.4514
15 H 1.824 -0.525 0.564  0.1201
16 H 0.351 3.808 0.156  0.4292
17 C -2.713 0.095 -0.172  0.6259
18 C 2.721 -1.608 -1.490  -1.4286
19 H -1.686 2.053 0.787  0.3451
20 H -2.959 -2.216 -2.457  0.4166
21 H -5.044 0.125 -3.969  0.2151
22 N -0.902 1.457 0.560  -0.1686
23 N -4.860 -0.610 -3.300  -0.5048
24 C -1.192 0.255 0.054  0.1960
25 H -5.374 -1.426 -3.609  0.2012
26 H -1.510 -2.959 0.141  0.2541
27 H 0.364 1.455 3.009  0.5784
28 H 2.139 -0.819 -1.968  0.3152
29 C 0.470 1.788 0.896  0.5436
30 C -5.273 -0.211 -1.956  -0.5779
31 H 3.309 -2.118 -2.253  0.4781
32 H 0.671 -0.006 2.096  0.4197
33 H 2.234 3.150 3.416  0.4558
34 H -4.855 -2.152 -1.106  0.4305
35 C 4.483 -2.128 0.242  -1.4409
36 C -2.389 -1.974 -1.562  -0.6112
37 C 0.691 3.283 1.052  -0.9828
38 H -3.058 -3.658 -0.368  0.3902
39 O -3.446 0.951 0.316  -0.7383
40 C -2.126 -3.212 -0.721  -1.1071
41 H 1.078 1.447 0.054  0.4017
42 H 2.692 0.800 3.349  0.3161
43 C 2.709 2.771 2.505  -1.2432
44 C 3.636 -1.044 -0.414  0.3006
45 H 5.107 -1.697 1.024  0.3885
46 C 2.415 1.271 2.400  0.9007
47 H 4.306 -0.300 -0.850  0.3378
48 H 3.783 2.919 2.605  0.4525
49 C 0.924 1.053 2.159  -1.9509
50 H 2.352 4.613 1.437  0.3958
51 H 0.098 3.655 1.896  0.4010
52 N 2.819 -0.351 0.579  0.0453
53 C 2.178 3.545 1.299  -0.6762

## Properties
Highest occupied orbital energy = -9.28 eV
E_LUMO = 0.028 Ha
Calculated total energy = -1072.50239 Ha
Relative energy (zero: lowest compared OMol25 entry of this formula, charge and spin) = 0.000 eV
Orbital gap = 0.369 Ha
Multiplicity = 1
Structure (SMILES) = CCN(CCN)C(=O)C(=O)N[C@H]1CCC[C@H](C(=O)NC(C)C)C1

=====

Here is a 2-piece molecular cluster, C3H10NOP overall at a distorted geometry from OMol25. Energies are from ωB97M-V with the def2-TZVPD basis set.

Last column: Mulliken charge in e.
Cartesian coordinates (Å):
1 H 0.846 -1.295 0.289  0.1081
2 H -1.420 -2.223 -0.001  0.4110
3 H -1.453 -1.149 -1.198  0.3231
4 C 0.468 0.623 -1.609  -0.9698
5 P -0.009 1.238 0.065  0.1364
6 H 1.965 0.570 1.148  0.2863
7 C -1.505 -1.236 -0.075  -1.1411
8 C -0.457 -0.416 0.708  0.0145
9 H 1.617 2.333 1.132  0.2497
10 H -0.179 0.095 2.489  0.3218
11 H 0.944 1.473 -2.212  0.3230
12 H -0.465 0.353 -2.264  0.2528
13 N 1.548 1.406 0.739  -0.5109
14 O -0.463 -0.674 2.026  -0.4246
15 H 1.090 -0.213 -1.570  0.3527
16 H -2.528 -0.886 0.332  0.2670

## Properties
Highest occupied orbital energy = -8.47 eV
E_LUMO = 0.034 Ha
Calculated total energy = -591.55378 Ha
Relative energy (zero: lowest compared OMol25 entry of this formula, charge and spin) = 3.508 eV
Orbital gap = 0.345 Ha
Multiplicity = 1

=====

Here is an isolated ion of composition C4H7N2 and charge +1 at a distorted geometry from OMol25. Energies are from ωB97M-V with the def2-TZVPD basis set.

Last column: Mulliken charge in e.
Cartesian coordinates (Å):
1 H 1.266 1.745 -0.858  0.4903
2 C -2.336 -0.859 -0.683  -0.2881
3 H -2.807 0.771 0.597  0.2512
4 H 1.936 -1.032 -0.006  0.3591
5 H -2.902 -0.630 -1.490  0.3367
6 H 3.100 0.512 0.102  0.3111
7 C 2.113 0.036 0.258  -0.9627
8 N -2.491 -0.146 0.600  -0.3932
9 H 1.818 0.149 1.336  0.3220
10 C 1.075 0.832 -0.458  0.0311
11 N -0.109 0.389 -0.420  -0.0421
12 C -1.184 -0.160 -0.209  0.3766
13 H -2.169 -1.859 -0.427  0.2081

## Properties
Highest occupied orbital energy = -15.11 eV
Total charge = +1
E_LUMO = -0.185 Ha
Calculated total energy = -265.74010 Ha
Relative energy (zero: lowest compared OMol25 entry of this formula, charge and spin) = 4.582 eV
Orbital gap = 0.371 Ha
Multiplicity = 1
Structure (SMILES) = C/C=N\C1=[NH+]C1

=====

Here is a 8-piece molecular cluster, C25H74N7O7 overall at a distorted geometry from OMol25. Energies are from ωB97M-V with the def2-TZVPD basis set.

Last column: Mulliken charge in e.
Cartesian coordinates (Å):
1 C -0.505 -2.649 4.067  -0.9507
2 H -1.811 -1.630 -2.480  0.2303
3 C -1.413 0.533 -4.015  -1.1578
4 H -0.897 -3.706 4.200  0.4568
5 H -5.239 -1.978 1.241  0.4080
6 H 1.585 -2.926 2.682  0.2229
7 H 0.187 2.131 2.386  0.1672
8 H 0.386 -2.438 4.628  0.4488
9 H -1.663 3.635 1.957  0.3236
10 N -2.553 0.103 0.583  0.1085
11 H 0.336 3.853 2.987  0.3389
12 H 0.547 -0.901 -0.011  -0.6869
13 H -1.543 3.330 -0.702  0.2067
14 H 1.087 -7.324 -1.912  0.3010
15 O -5.246 0.183 3.018  -0.3421
16 C 0.703 -2.978 1.850  -0.0792
17 O -1.480 -1.659 4.654  -0.3347
18 H -4.948 -0.071 5.158  0.0594
19 H 0.797 -2.299 0.884  -0.3139
20 H 6.800 0.730 -2.825  0.4023
21 H -2.067 -0.685 -1.067  -0.0168
22 H 0.619 -4.008 -2.081  0.3351
23 H -3.835 -0.373 -3.788  0.5477
24 O -4.167 1.247 -3.813  -0.3739
25 O 0.674 4.961 -0.173  -0.1455
26 H 7.577 0.873 -1.347  0.2348
27 C 0.629 -6.564 -2.414  -0.6284
28 H 2.764 3.867 -0.013  0.0779
29 C -3.670 0.255 -3.014  -0.5936
30 C -0.844 3.583 1.194  0.5318
31 H -0.289 0.849 -3.952  0.1424
32 H -0.235 3.220 -0.365  -0.2451
33 H -5.863 2.055 -2.829  0.2686
34 C -1.665 -1.828 6.005  -1.2935
35 H 1.967 2.556 -2.940  0.3387
36 H -3.493 -2.258 0.789  0.0065
37 H -3.316 -0.445 3.294  0.0394
38 N -1.765 -0.862 -2.002  -0.1793
39 H 3.927 -3.066 -0.840  0.7377
40 H 3.527 -3.724 -3.084  0.2359
41 H 3.392 -1.705 -2.799  0.1929
42 H 3.971 0.661 -1.339  -0.0718
43 H -1.873 1.649 -4.432  0.2533
44 C -3.961 0.261 2.571  -0.0429
45 H -1.973 1.164 -2.159  -0.4453
46 H -5.290 1.421 4.329  0.4325
47 H 0.565 6.426 -1.717  0.2616
48 C 2.665 -3.396 -2.434  0.4262
49 H 0.622 -0.666 2.753  0.1164
50 O 2.727 -0.148 2.240  -0.3871
51 H 1.561 0.281 0.219  -0.1245
52 C -0.500 -2.265 2.574  0.5209
53 H -1.813 -0.137 -4.910  0.3002
54 H -0.145 -6.013 -1.675  0.2164
55 C 1.384 -4.218 -2.754  -0.6987
56 H 1.083 -4.062 -3.730  0.5283
57 C 3.519 2.906 -0.123  -0.0576
58 H -2.047 -2.724 5.937  0.5611
59 H 3.748 3.318 -2.211  0.6133
60 H 1.677 3.158 -1.656  -0.1263
61 N 2.141 2.313 -1.915  -0.3239
62 H 4.679 0.080 1.221  0.0224
63 H 1.196 3.127 1.534  -0.0676
64 N 2.546 -2.045 -2.679  -0.3872
65 H 2.183 -1.906 -3.550  0.2094
66 H -4.703 -1.751 -0.289  0.4236
67 H -0.288 5.943 1.398  0.5033
68 C 3.443 2.583 -1.525  0.0773
69 O 1.793 -5.632 -2.588  -0.3908
70 N -0.413 -0.853 2.543  -0.6019
71 H -0.906 -1.893 6.683  0.4640
72 C 0.311 3.106 2.035  -0.8767
73 H -3.319 1.225 2.501  0.0181
74 C -2.156 0.355 -2.757  1.3222
75 H -6.136 0.605 -3.868  0.4400
76 C -5.560 0.432 4.328  -0.6412
77 H -1.216 5.472 0.065  0.4875
78 C -3.981 -0.019 0.963  0.4923
79 H -4.359 -0.223 -2.034  0.0263
80 H -2.521 -1.296 6.375  0.3111
81 C -4.425 -1.519 0.656  -1.1999
82 N 0.858 -0.009 -0.446  1.0580
83 H 4.794 -0.695 2.474  0.4498
84 C 6.620 0.616 -1.873  -0.7461
85 H 6.082 -0.309 -1.627  0.2171
86 H -4.782 0.728 0.571  0.3323
87 H -6.496 -0.082 4.592  0.2659
88 H -2.332 0.910 0.670  -0.0337
89 H -2.026 -0.408 1.311  -0.2089
90 H 2.153 5.905 -1.119  0.2635
91 H 1.330 -0.066 -1.231  0.4622
92 H 2.674 -3.900 -0.384  0.1132
93 H 3.726 -4.880 -1.095  0.3205
94 H -0.902 -0.611 3.474  0.5006
95 C 1.166 6.064 -0.777  -0.8251
96 H 1.070 6.967 -0.002  0.3121
97 H 0.157 -6.741 -3.351  0.2619
98 N -0.933 2.916 0.004  -0.0197
99 H 0.581 -4.033 1.574  0.4825
100 C 3.370 -3.759 -1.109  -1.7099
101 H -5.992 2.136 -4.612  0.2394
102 H 0.096 0.774 -0.456  -0.4782
103 C 4.391 1.422 -1.861  -0.4511
104 H 3.816 -1.513 1.198  0.0925
105 C -0.465 5.052 0.699  -1.1230
106 H -1.336 -2.735 1.922  -0.0926
107 H 4.195 1.008 -2.958  0.2780
108 H 2.981 0.166 3.223  0.3242
109 C -5.602 1.431 -3.726  -0.9027
110 O 5.708 1.638 -1.405  -0.3530
111 C 3.952 -0.632 1.799  -0.4809
112 H 4.725 3.035 0.408  0.2640
113 H 3.210 2.001 0.394  -0.4204

## Properties
Highest occupied orbital energy = -10.67 eV
Total charge = +1
E_LUMO = -0.073 Ha
Calculated total energy = -1905.91666 Ha
Relative energy (zero: lowest compared OMol25 entry of this formula, charge and spin) = 3.629 eV
Orbital gap = 0.319 Ha
Multiplicity = 1

=====

Question: multiplicity of number 1 (C7H12O)?
Answer: 1